Record 1
ORCA calculation (wB97M-V/def2-TZVPD) on C10H28O17P3V as an isolated structure.

Values from the calculation:
**Orbital gap**: 2.66 eV
**Energy relative to the best compared isomer or geometry (same formula, charge and spin)**: 10.373 eV
**Energy**: -3644.95590 a.u.

Each line ends with the Löwdin charge.
CARTESIAN COORDINATES (ANGSTROEM)
1 O 8.052 -5.757 -1.024  -0.3151
2 V 6.465 -5.501 -0.828  1.2135
3 O 5.674 -5.858 -2.169  -0.2964
4 O 2.770 -1.043 3.101  0.1227
5 C 3.390 -2.000 2.439  -0.8611
6 O 2.846 -2.517 1.442  0.0085
7 O 4.498 -2.437 2.823  0.0161
8 H 1.964 -0.957 2.585  0.1119
9 C 1.742 -5.706 -10.422  -0.0812
10 O 1.871 -4.510 -9.602  -0.2333
11 P 0.594 -3.515 -9.506  0.4684
12 O 0.956 -2.129 -9.108  -0.2465
13 O -0.290 -4.275 -8.410  -0.2300
14 C 0.167 -4.380 -7.086  -0.1147
15 O -0.103 -3.710 -11.005  -0.2492
16 C -0.876 -2.697 -11.650  -0.1016
17 H 0.743 -5.822 -10.843  0.0815
18 H 2.085 -6.514 -9.777  0.0865
19 H 2.523 -5.624 -11.178  0.0870
20 H -0.682 -4.332 -6.404  0.0881
21 H 0.832 -3.576 -6.774  0.0928
22 H 0.558 -5.393 -6.990  0.0910
23 H -0.368 -1.955 -12.267  0.0897
24 H -1.455 -2.177 -10.888  0.0861
25 H -1.587 -3.181 -12.320  0.0854
26 C 2.254 3.533 9.372  -0.1196
27 O 1.918 3.725 10.721  -0.2351
28 P 0.381 3.774 11.256  0.4662
29 O -0.539 4.802 10.636  -0.2554
30 O 0.585 3.948 12.883  -0.2198
31 C 1.549 3.118 13.572  -0.1088
32 O -0.107 2.271 11.226  -0.2140
33 C -0.200 1.557 9.979  -0.0867
34 H 1.341 3.731 8.810  0.0723
35 H 2.478 2.500 9.103  0.0908
36 H 2.989 4.304 9.143  0.0997
37 H 2.438 3.722 13.754  0.0837
38 H 1.973 2.257 13.055  0.0800
39 H 1.121 2.785 14.518  0.0882
40 H 0.627 0.852 9.890  0.0927
41 H -0.062 2.181 9.096  0.0705
42 H -1.180 1.107 9.820  0.0953
43 C -1.279 2.148 -2.261  -0.0932
44 O -2.456 2.915 -1.865  -0.2797
45 P -3.679 2.325 -0.843  0.5296
46 O -3.058 1.920 0.453  -0.2509
47 O -4.355 1.130 -1.703  -0.2316
48 C -4.785 1.308 -3.085  -0.0952
49 O -4.852 3.481 -1.013  -0.2370
50 C -4.470 4.848 -0.764  -0.1038
51 H -1.644 1.225 -2.711  0.0772
52 H -0.560 1.991 -1.457  0.0852
53 H -0.641 2.541 -3.052  0.0783
54 H -5.840 1.032 -3.074  0.0860
55 H -4.354 0.619 -3.811  0.0818
56 H -4.661 2.272 -3.579  0.0868
57 H -4.693 5.306 -1.728  0.0891
58 H -3.453 5.114 -0.476  0.0900
59 H -5.155 5.224 -0.004  0.0873

Record 2
ORCA calculation (wB97M-V/def2-TZVPD) on C10H28O4P2Pm as an isolated structure.

Values from the calculation:
**Orbital gap (alpha / beta)**: 7.68 / 7.68 eV
**Spin multiplicity**: 5
**Charge**: +1
**Energy**: -1989.42930 a.u.

Each line ends with the Löwdin charge.
CARTESIAN COORDINATES (ANGSTROEM)
1 Pm -0.192 0.065 0.388  0.8938
2 H -2.852 -1.760 0.327  0.0709
3 H -2.494 -2.030 -0.288  0.0725
4 P 0.945 -1.205 -1.888  0.6339
5 C 0.832 -0.452 -3.543  -0.2779
6 H 1.430 -1.060 -4.226  0.0524
7 H -0.223 -0.436 -3.841  0.0443
8 H 1.214 0.574 -3.487  0.0498
9 C 2.759 -1.490 -1.710  -0.2705
10 H 2.936 -2.083 -0.795  0.0445
11 H 3.103 -2.032 -2.610  0.0539
12 H 3.262 -0.509 -1.622  0.0463
13 C 0.336 -2.909 -2.163  -0.2780
14 H -0.723 -2.853 -2.453  0.0394
15 H 0.939 -3.362 -2.961  0.0539
16 H 0.435 -3.476 -1.226  0.0466
17 C -1.278 1.377 -1.371  -0.1336
18 O -1.804 2.072 -2.120  0.1462
19 H 0.969 -1.361 1.072  -0.1242
20 H 1.357 1.062 -0.185  -0.1271
21 C 0.747 4.414 2.350  -0.0628
22 C 0.593 3.093 1.667  -0.2584
23 O -0.884 2.822 1.524  -0.4058
24 P -2.187 1.764 1.586  0.9335
25 O -2.967 2.413 2.764  -0.3063
26 C -2.311 3.027 4.007  -0.1803
27 C -1.334 2.200 4.738  -0.0834
28 O -1.880 0.101 2.667  -0.4302
29 C -1.619 -1.318 2.632  -0.4425
30 C -0.712 -1.645 3.757  -0.1039
31 H 0.360 5.243 1.768  0.0936
32 H 1.797 4.642 2.475  0.0927
33 H 0.285 4.420 3.338  0.0724
34 H 0.966 3.140 0.644  0.0766
35 H 1.039 2.251 2.213  0.1058
36 H -1.913 4.002 3.721  0.1085
37 H -3.204 3.207 4.632  0.1351
38 H -0.350 2.188 4.268  0.0707
39 H -1.199 2.666 5.706  0.0968
40 H -1.668 1.184 4.950  0.0833
41 H -2.496 -2.001 2.709  0.1272
42 H -1.153 -1.650 1.642  -0.0176
43 H -1.178 -1.514 4.738  0.0880
44 H -0.340 -2.689 3.780  0.1011
45 H 0.163 -0.993 3.716  0.0687

Record 3
ORCA calculation (wB97M-V/def2-TZVPD) on C10H30AlFN8O18P as an isolated structure.

Values from the calculation:
**Orbital gap**: 6.55 eV
**Charge**: -1
**Energy**: -2874.37359 a.u.

Each line ends with the Löwdin charge.
CARTESIAN COORDINATES (ANGSTROEM)
1 O 1.756 2.104 3.566  -0.6357
2 P 1.839 2.526 2.116  0.4559
3 Al -0.080 3.716 1.299  0.2217
4 C -1.578 2.319 1.217  -0.2239
5 C -2.757 2.571 2.086  -0.5118
6 O -3.523 1.742 2.530  0.0737
7 F -3.005 3.868 2.383  0.0206
8 H 2.022 1.334 1.341  -0.0858
9 H 3.002 3.317 1.875  -0.0734
10 H -0.419 4.834 2.390  -0.1115
11 H 0.294 4.286 -0.158  -0.1328
12 H -1.181 1.387 1.600  0.0496
13 H -1.922 2.115 0.220  0.0364
14 C -1.905 -0.354 -2.593  0.0495
15 N -0.578 0.141 -2.148  -0.4232
16 O -0.579 0.792 -1.130  0.0529
17 O 0.401 -0.155 -2.804  0.0463
18 H -2.624 0.008 -1.878  0.0682
19 H -2.102 0.037 -3.587  0.1046
20 H -1.872 -1.438 -2.600  0.0964
21 C 3.490 1.082 -4.037  0.0533
22 N 3.527 2.468 -4.579  -0.4478
23 O 2.605 3.207 -4.340  0.0872
24 O 4.499 2.764 -5.249  0.0406
25 H 2.578 0.944 -3.467  0.0730
26 H 3.528 0.409 -4.888  0.1011
27 H 4.366 0.958 -3.409  0.1017
28 C 1.185 -1.554 0.464  0.0454
29 N 0.658 -2.911 0.136  -0.4350
30 O 0.898 -3.823 0.902  0.0424
31 O 0.015 -3.014 -0.881  0.0691
32 H 1.735 -1.612 1.394  0.0966
33 H 1.826 -1.249 -0.358  0.0989
34 H 0.335 -0.883 0.549  0.0850
35 C 4.935 6.116 -5.355  0.0406
36 N 5.097 6.897 -4.098  -0.4572
37 O 6.187 6.891 -3.566  0.0565
38 O 4.127 7.493 -3.695  0.0685
39 H 5.881 5.646 -5.589  0.0913
40 H 4.161 5.373 -5.188  0.0718
41 H 4.639 6.816 -6.129  0.0973
42 C -6.125 -1.089 0.120  0.0571
43 N -5.245 -1.007 -1.072  -0.4422
44 O -4.131 -1.468 -0.961  0.0519
45 O -5.667 -0.427 -2.047  0.0680
46 H -5.581 -1.606 0.899  0.0974
47 H -6.329 -0.060 0.404  0.0891
48 H -7.035 -1.616 -0.148  0.0986
49 C 2.959 -6.187 0.930  0.0322
50 N 3.967 -6.742 -0.014  -0.4515
51 O 5.101 -6.314 0.043  0.0581
52 O 3.589 -7.595 -0.787  0.0556
53 H 3.442 -5.446 1.551  0.0918
54 H 2.167 -5.745 0.335  0.0826
55 H 2.586 -7.014 1.517  0.0695
56 C 0.357 -6.203 4.846  0.0521
57 N 1.338 -6.829 3.918  -0.4442
58 O 2.471 -6.402 3.920  0.0648
59 O 0.931 -7.729 3.217  0.0644
60 H 0.862 -5.422 5.400  0.0957
61 H -0.449 -5.801 4.241  0.1031
62 H -0.008 -6.985 5.505  0.0984
63 C -5.454 3.433 3.637  0.0252
64 N -6.264 2.304 3.106  -0.4503
65 O -6.306 2.163 1.906  0.0489
66 O -6.816 1.586 3.912  0.0504
67 H -5.020 3.965 2.801  0.0797
68 H -6.122 4.066 4.213  0.0981
69 H -4.681 3.005 4.266  0.0979

Record 4
ORCA calculation (wB97M-V/def2-TZVPD) on C10H30BF4O5RbS5 as an isolated structure.

Values from the calculation:
**Orbital gap (alpha / beta)**: 3.02 / 8.61 eV
**Spin multiplicity**: 2
**Energy relative to the best compared isomer or geometry (same formula, charge and spin)**: 0.000 eV
**Charge**: -1
**Energy**: -3214.62344 a.u.

Each line ends with the Löwdin charge.
CARTESIAN COORDINATES (ANGSTROEM)
1 Rb -27.208 -1.395 19.472  0.2235
2 B -27.174 1.632 18.558  -1.5851
3 F -26.428 1.122 17.540  0.1268
4 F -27.229 2.977 18.370  0.1521
5 F -28.425 1.154 18.357  0.1062
6 F -26.778 1.256 19.839  0.0096
7 C -22.453 0.535 18.493  -0.2369
8 S -22.039 2.233 19.128  0.8261
9 O -21.760 1.967 20.592  -0.5820
10 C -23.730 2.914 18.975  -0.2727
11 H -22.901 -0.062 19.287  0.0493
12 H -21.535 0.030 18.191  0.0385
13 H -23.146 0.577 17.653  0.0443
14 H -23.794 3.898 19.439  0.0421
15 H -24.405 2.296 19.568  0.0533
16 H -24.026 2.837 17.928  0.0477
17 C -32.219 0.063 16.090  -0.2615
18 S -32.685 -0.828 17.640  0.8361
19 O -32.741 0.309 18.656  -0.5766
20 C -31.083 -1.676 17.913  -0.2578
21 H -31.811 -0.612 15.337  0.0420
22 H -31.355 0.698 16.283  0.0403
23 H -32.941 0.778 15.696  0.0503
24 H -30.375 -0.922 18.258  0.0314
25 H -30.799 -2.140 16.968  0.0429
26 H -31.191 -2.450 18.674  0.0392
27 C -23.204 5.337 16.124  -0.2645
28 S -24.516 6.605 16.278  0.8290
29 O -24.696 7.063 14.806  -0.5958
30 C -25.903 5.488 16.797  -0.2426
31 H -22.358 5.803 15.618  0.0457
32 H -23.520 4.565 15.421  0.0586
33 H -22.853 4.976 17.090  0.0309
34 H -25.602 4.891 17.658  0.0209
35 H -26.074 4.939 15.871  0.0579
36 H -26.812 5.988 17.132  0.0464
37 C -26.542 4.726 20.996  -0.2253
38 S -27.932 5.910 20.815  0.8108
39 O -28.404 6.202 22.207  -0.5655
40 C -27.115 7.427 20.285  -0.2664
41 H -26.993 3.747 20.834  0.0367
42 H -26.044 4.770 21.964  0.0639
43 H -25.786 4.906 20.232  0.0233
44 H -26.546 7.213 19.380  0.0264
45 H -26.418 7.658 21.091  0.0498
46 H -27.722 8.329 20.214  0.0553
47 C -32.683 5.176 17.421  -0.2534
48 S -31.468 4.824 18.835  0.8451
49 O -32.339 4.424 20.041  -0.6037
50 C -30.989 3.116 18.135  -0.2297
51 H -33.339 4.315 17.295  0.0430
52 H -32.068 5.373 16.543  0.0339
53 H -33.225 6.090 17.662  0.0338
54 H -31.837 2.497 17.841  0.0182
55 H -30.546 2.476 18.898  0.0488
56 H -30.260 3.467 17.405  0.0392

Record 5
ORCA calculation (wB97M-V/def2-TZVPD) on C10H30BaN2O11 as an isolated structure.

Values from the calculation:
**Orbital gap**: 6.54 eV
**Energy relative to the best compared isomer or geometry (same formula, charge and spin)**: 2.362 eV
**Energy**: -1361.40890 a.u.

Each line ends with the Löwdin charge.
CARTESIAN COORDINATES (ANGSTROEM)
1 Ba 0.675 -0.284 -0.282  2.0592
2 N 3.550 -1.929 0.689  -0.6491
3 O 4.272 -2.871 0.906  0.0339
4 O 2.928 -1.390 1.609  -0.1074
5 O 3.204 -1.638 -0.473  -0.1893
6 N 0.530 -3.860 1.060  -0.6187
7 O 0.182 -4.454 2.048  0.0055
8 O 0.005 -2.694 0.901  -0.2750
9 O 1.355 -4.321 0.274  -0.0021
10 C -0.660 -4.149 -3.493  -0.0722
11 C 0.609 -3.364 -3.155  -0.2972
12 O 0.246 -2.226 -2.409  -0.2043
13 H -0.262 -4.974 -4.083  0.0751
14 H -1.403 -3.602 -4.073  0.0693
15 H -1.025 -4.547 -2.546  0.0823
16 H 1.117 -3.071 -4.073  0.1118
17 H 1.295 -3.998 -2.593  0.1241
18 H -0.156 -1.587 -3.003  0.0584
19 C 4.532 2.117 1.115  -0.0707
20 C 3.133 2.449 0.672  -0.3388
21 O 2.860 1.399 -0.144  -0.2344
22 H 5.396 2.245 0.464  0.0838
23 H 4.586 1.117 1.546  0.0858
24 H 4.815 2.747 1.958  0.0722
25 H 2.976 3.445 0.257  0.1195
26 H 2.399 2.385 1.475  0.1128
27 H 3.294 1.544 -0.988  0.1058
28 C -2.487 3.275 0.760  -0.0612
29 C -0.943 3.486 0.613  -0.2862
30 O -0.497 2.385 -0.048  -0.1922
31 H -2.809 2.361 1.257  0.0590
32 H -3.012 3.271 -0.195  0.0684
33 H -3.003 3.976 1.415  0.0755
34 H -0.424 3.700 1.547  0.1237
35 H -0.738 4.287 -0.097  0.1176
36 H -0.925 2.339 -0.906  0.0762
37 C -3.398 0.164 -2.967  -0.0443
38 C -3.169 0.268 -1.443  -0.3123
39 O -2.091 -0.450 -0.892  -0.1976
40 H -2.420 0.233 -3.442  0.0712
41 H -4.157 0.884 -3.275  0.0828
42 H -3.749 -0.851 -3.153  0.0758
43 H -4.054 0.246 -0.808  0.1292
44 H -2.837 1.281 -1.216  0.0678
45 H -2.482 -1.240 -0.512  0.1023
46 C -1.005 1.084 4.019  -0.0575
47 C -1.043 0.326 2.725  -0.3453
48 O 0.249 0.317 2.231  -0.2555
49 H -1.919 0.780 4.530  0.0866
50 H -0.949 2.132 3.726  0.0763
51 H -0.197 0.879 4.720  0.0891
52 H -1.688 0.870 2.034  0.0807
53 H -1.548 -0.640 2.752  0.1264
54 H 0.839 0.145 2.968  0.1033

Record 6
ORCA calculation (wB97M-V/def2-TZVPD) on C10H30ClILuOP3 as an isolated structure.

Values from the calculation:
**Orbital gap**: 8.42 eV
**Energy relative to the best compared isomer or geometry (same formula, charge and spin)**: 0.000 eV
**Charge**: +2
**Energy**: -3491.41667 a.u.

Each line ends with the Löwdin charge.
CARTESIAN COORDINATES (ANGSTROEM)
1 C 2.709 -1.793 -2.832  -0.3504
2 I 2.839 0.211 -1.788  0.8652
3 H 1.819 -2.329 -2.484  -0.0125
4 H 3.631 -2.363 -2.639  0.0336
5 H 2.664 -1.593 -3.909  0.0258
6 Lu 0.393 -0.530 -0.694  0.7193
7 P 1.617 -1.956 1.443  0.6764
8 C 3.152 -1.311 2.207  -0.2700
9 C 0.529 -2.214 2.901  -0.2569
10 H 1.008 -2.873 3.638  0.0673
11 H 2.413 -4.246 1.863  0.0657
12 H -0.406 -2.671 2.552  0.0495
13 H 1.117 -4.158 0.615  0.0367
14 H 2.945 -0.305 2.612  0.0407
15 H 0.292 -1.248 3.370  0.0167
16 C 2.031 -3.688 0.998  -0.2640
17 H 3.518 -1.964 3.019  0.0685
18 H 2.777 -3.677 0.195  0.0408
19 H 3.929 -1.213 1.432  0.0384
20 P -1.172 0.842 -2.599  0.6745
21 C -0.680 2.478 -3.240  -0.2687
22 C -1.526 -0.159 -4.087  -0.2663
23 H -3.301 0.213 -1.636  0.0469
24 H -3.504 1.569 -2.797  0.0667
25 H -2.857 1.869 -1.147  0.0150
26 C -2.883 1.164 -1.988  -0.2535
27 H -1.939 -1.118 -3.752  0.0368
28 H -2.232 0.347 -4.758  0.0664
29 H -1.408 2.880 -3.967  0.0699
30 H 0.310 2.395 -3.716  0.0439
31 H -0.584 -0.356 -4.611  0.0453
32 H -0.589 3.176 -2.389  0.0415
33 Cl -1.116 -2.445 -0.943  -0.1361
34 C -1.353 3.313 1.105  -0.1408
35 P -0.809 1.749 1.744  0.6413
36 C 0.143 1.829 3.245  -0.1405
37 C -2.299 0.819 2.136  -0.1417
38 O 0.005 0.990 0.649  -0.6153
39 H -0.517 4.022 1.098  0.0784
40 H -2.153 3.700 1.752  0.0862
41 H -1.744 3.205 0.085  0.0446
42 H -0.526 2.093 4.078  0.0863
43 H 0.616 0.860 3.464  0.0450
44 H 0.922 2.597 3.147  0.0786
45 H -2.890 0.727 1.218  0.0593
46 H -1.999 -0.168 2.503  0.0604
47 H -2.894 1.332 2.906  0.0851